Entry from the OMol25 dataset: C13H26BrClLaN2O7P2 as an isolated structure in a non-equilibrium geometry (wB97M-V/def2-TZVPD).

```
! RIJCOSX wB97M-V def2-TZVPD def2/J DEFGRID3
* xyz 3 1
C -4.226 2.586 -2.189
C -3.164 2.068 -2.383
C -1.878 1.495 -2.614
O -0.902 2.337 -2.989
C -0.912 3.708 -2.489
C -1.518 4.700 -3.462
O -1.498 0.539 -1.686
C -0.820 0.970 -0.557
Br -2.037 1.708 0.793
C -0.030 -0.229 0.059
C -1.033 -1.335 0.449
C -0.557 -2.794 0.475
N -0.204 -3.115 1.905
O 0.505 0.298 1.248
C 1.509 -0.491 1.906
C 2.864 0.232 1.807
C 1.035 -0.659 3.364
N 1.496 -1.916 3.960
C 2.805 -1.890 4.609
P 1.170 -0.701 -1.274
O 0.476 -1.221 -2.450
O 1.929 0.652 -1.602
O 2.217 -1.770 -0.710
P -2.099 0.297 -4.268
O -1.859 -1.174 -3.787
Cl -3.935 0.367 -4.961
H -5.213 2.976 -2.273
H -1.322 3.790 -1.486
H 0.136 3.965 -2.391
H -1.001 5.641 -3.320
H -2.583 4.813 -3.318
H -1.282 4.372 -4.469
H -0.101 1.761 -0.725
H -1.954 -1.300 -0.120
H -1.318 -1.081 1.466
H 0.263 -3.069 -0.176
H -1.397 -3.415 0.179
H 0.273 -4.022 1.982
H -1.069 -3.027 2.490
H 1.584 -1.508 1.539
H 3.578 -0.327 1.213
H 3.263 0.439 2.790
H 2.692 1.191 1.331
H 1.299 0.174 4.003
H -0.053 -0.710 3.316
H 1.448 -2.653 3.279
H 3.069 -2.895 4.918
H 3.611 -1.542 3.965
H 2.776 -1.276 5.501
H 2.883 0.632 -1.455
H 3.078 -1.663 -1.138
H -1.041 -1.531 -4.183
La -1.149 -4.391 3.769
*
```

HOMO level: -0.541 Ha
F_max: 3.86 eV/A
LUMO: -13.1020 eV
E: -133182.32862 eV
orbital gap: 1.63 eV

Atom charges from the Mulliken analysis, given in e for atoms 1 to 4: atom 1 (C): 0.1885, atom 2 (C): -1.2816, atom 3 (C): 1.2364, atom 4 (O): -0.3113